1.
Computed, not measured: a cluster of 2 separate species, C12H22BF2IN2O8P in total at a distorted geometry, with ωB97M-V with the def2-TZVPD basis set.

Last column: Mulliken charge in e.
Cartesian coordinates (Å):
C  -5.9221  -3.2143  -2.8981  -0.91
C  -5.0904  -4.5155  -3.1910  -0.34
O  -3.9935  -4.7508  -2.3049  -0.40
C  -4.3248  -4.5387  -0.9298  -0.61
C  -3.7588  -3.1501  -0.4056  -0.19
O  -2.7993  -3.3429  0.6501  -0.43
C  -2.2339  -2.0255  0.9039  -0.49
C  -0.8950  -1.9328  0.0337  -0.23
O  0.2001  -1.7749  0.9708  -0.40
C  0.3671  -0.3807  1.2508  -0.86
P  1.8970  0.2515  0.3108  0.22
I  0.4294  1.7520  -1.1271  -0.29
C  2.9416  1.7111  0.8502  -0.77
C  4.1604  2.0010  -0.1242  -0.41
N  3.7443  2.7517  -1.3411  -0.58
N  2.8994  -0.8110  1.4386  -0.52
C  3.8020  -1.3295  0.8059  0.56
O  4.8501  -1.6094  0.3891  -0.47
H  -6.5132  -3.2808  -1.9450  0.27
H  -6.6526  -3.0813  -3.7342  0.36
H  -5.2152  -2.3504  -2.8541  0.24
H  -4.6371  -4.3776  -4.2135  0.28
H  -5.7619  -5.4191  -3.2977  0.28
H  -5.4001  -4.6952  -0.6755  0.31
H  -3.7531  -5.3188  -0.3482  0.34
H  -3.2800  -2.6236  -1.2709  0.30
H  -4.6333  -2.5758  -0.0018  0.24
H  -2.0226  -1.8777  1.9890  0.35
H  -2.9645  -1.2234  0.6058  0.33
H  -0.7564  -2.8632  -0.5764  0.36
H  -0.9719  -1.0593  -0.6698  0.21
H  -0.5326  0.2385  1.0272  0.55
H  0.5992  -0.2646  2.3454  0.39
H  2.2929  -0.4893  -0.8366  0.21
H  2.3133  2.6371  0.8623  0.40
H  3.3837  1.5588  1.8680  0.44
H  4.9083  2.6116  0.4650  0.30
H  4.6969  1.0718  -0.4481  0.38
H  3.4113  3.6551  -0.9877  0.29
H  4.6284  2.9602  -1.8166  0.27
B  2.6440  5.7812  3.0534  0.65
O  4.1190  5.9175  3.1066  -0.44
C  4.5792  5.8161  1.8692  0.53
O  5.7422  5.8824  1.5601  -0.63
C  3.4326  5.6071  0.9339  0.75
O  3.5078  5.4739  -0.2655  -0.73
O  2.3052  5.5862  1.6214  -0.40
F  2.0274  6.9522  3.5445  -0.36
F  2.2296  4.6592  3.8078  -0.37

Calculated values
Molecular weight (g mol⁻¹): 529.000
LUMO energy (eV): 2.06
Orbital gap (eV): 8.34
HOMO level (Eh): -0.231
Net charge: -1

2.
Computed, not measured: a structure of composition C12H22Br2CsN5P, with ωB97M-V with the def2-TZVPD basis set.

Last column: Mulliken charge in e.
Cartesian coordinates (Å):
Cs  0.0066  -0.0008  -0.0191  1.10
Br  -1.8125  2.9139  0.4807  -0.15
C  -2.1629  3.2908  -1.3781  -0.37
Br  -1.3982  1.9343  -2.5165  -0.15
H  -1.7118  4.2416  -1.6273  0.33
H  -3.2336  3.3003  -1.5295  0.33
C  6.3928  -0.8089  -0.7475  -1.17
C  5.1988  -0.3978  0.0430  0.43
C  5.0674  0.1067  1.3169  -0.66
C  3.6864  0.2972  1.5143  0.48
N  3.0055  -0.0602  0.4323  -0.24
N  3.9435  -0.4772  -0.4455  0.00
C  2.9931  0.8191  2.7314  -1.09
H  7.2961  -0.6606  -0.1622  0.31
H  6.4758  -0.2213  -1.6627  0.32
H  6.3324  -1.8622  -1.0254  0.31
H  5.8627  0.3085  2.0143  0.32
H  3.6775  -0.8119  -1.3534  0.14
H  3.7155  1.0577  3.5076  0.32
H  2.2999  0.0755  3.1290  0.25
H  2.4332  1.7266  2.4983  0.27
C  -3.9024  -4.7251  1.0869  -0.91
N  -3.9986  -3.2687  1.1764  0.09
C  -3.8331  -2.8737  2.5726  -0.99
N  -2.5893  -3.3549  3.1671  0.10
C  -2.5319  -4.8087  3.0233  -0.92
N  -2.6583  -5.2505  1.6387  0.11
C  -1.5052  -4.8750  0.8393  -0.83
P  -1.2407  -3.0171  0.7319  -0.16
C  -3.0293  -2.6162  0.3128  -0.64
C  -1.4261  -2.7140  2.5785  -0.59
H  -3.9879  -5.0263  0.0412  0.39
H  -4.7352  -5.1555  1.6451  0.30
H  -4.6662  -3.2860  3.1441  0.29
H  -3.8659  -1.7838  2.6432  0.38
H  -3.3529  -5.2398  3.5983  0.30
H  -1.5878  -5.1726  3.4328  0.39
H  -1.6252  -5.2682  -0.1726  0.43
H  -0.6080  -5.3294  1.2656  0.41
H  -3.2153  -2.9126  -0.7228  0.40
H  -3.1767  -1.5316  0.3780  0.50
H  -1.4921  -1.6345  2.7588  0.49
H  -0.5245  -3.0769  3.0789  0.38

Calculated values
Molecular weight (g mol⁻¹): 560.030
LUMO energy (eV): -2.74
Orbital gap (eV): 7.96
HOMO level (Eh): -0.393
Net charge: +1

3.
Computed, not measured: a structure of composition C12H22BrDyINO3 at a distorted geometry, with ωB97M-V with the def2-TZVPD basis set.

Last column: Löwdin spin population.
Cartesian coordinates (Å):
C  3.3738  -0.0759  1.8825  0.00
O  2.8778  1.2074  1.5647  0.00
C  3.2998  1.6922  0.3000  0.00
C  2.4346  1.1545  -0.8498  0.00
C  1.3166  2.1155  -1.2666  0.00
C  0.4148  2.5667  -0.0961  0.00
C  -1.0228  2.0173  -0.1399  0.00
C  -1.4658  1.4009  1.1879  0.00
C  -2.7406  0.5581  1.0978  0.00
C  -2.5804  -0.6554  0.1724  -0.04
C  -1.6793  -1.7322  0.7638  0.00
N  -1.5052  -2.9137  -0.0849  0.00
C  -0.9295  -2.8390  -1.3283  0.00
Br  0.3238  -1.4027  -1.6416  -0.01
I  -2.5118  -2.6385  -2.9879  -0.08
C  -0.2649  -4.1579  -1.7636  0.02
O  -0.4415  -4.7322  -2.8171  0.29
O  0.5586  -4.6810  -0.9621  0.65
H  2.8600  -0.8804  1.3365  0.00
H  4.4478  -0.1467  1.6750  0.00
H  3.2160  -0.2196  2.9515  0.00
H  4.3596  1.4613  0.1446  0.00
H  3.2090  2.7807  0.3596  0.00
H  1.9987  0.2059  -0.5022  0.00
H  3.0600  0.9150  -1.7147  0.00
H  0.7054  1.6422  -2.0474  0.00
H  1.7640  2.9902  -1.7461  0.00
H  0.8741  2.2536  0.8461  0.00
H  0.3806  3.6567  -0.0584  0.00
H  -1.7274  2.8166  -0.3979  0.00
H  -1.0922  1.2815  -0.9544  0.00
H  -1.6633  2.2022  1.9056  0.00
H  -0.6489  0.8150  1.6251  0.00
H  -3.0421  0.2091  2.0904  0.00
H  -3.5540  1.1935  0.7242  0.00
H  -2.2203  -0.3095  -0.8076  0.00
H  -3.5967  -1.1005  0.0528  -0.07
H  -2.1160  -2.0848  1.6989  0.00
H  -0.7087  -1.2811  0.9976  0.00
H  -1.1643  -3.7202  0.4339  0.00
Dy  -4.7996  -1.5648  -1.6443  4.24

Calculated values
Molecular weight (g mol⁻¹): 597.620
LUMO energy (spin up / spin down) (eV): -9.18 / -9.76
Spin multiplicity: 6
Orbital gap (spin up / spin down) (eV): 4.71 / 4.14
HOMO level (spin up / spin down) (Eh): -0.510 / -0.510
Net charge: +2

4.
Computed, not measured: a structure of composition C12H22Cl8MgO4 at a distorted geometry, with ωB97M-V with the def2-TZVPD basis set.

Last column: Mulliken charge in e.
Cartesian coordinates (Å):
Mg  -0.4513  3.3064  -0.7165  0.84
C  -1.5177  3.4445  3.2130  -0.60
C  -0.8198  4.4215  2.3112  0.52
O  -0.5216  5.5325  2.7014  -0.62
O  -0.6138  3.9818  1.0795  0.02
H  -1.6077  3.8418  4.2182  0.29
H  -0.9978  2.4874  3.2142  0.20
H  -2.5195  3.2449  2.8239  0.21
C  -0.4150  -0.4119  -1.6981  0.15
C  -0.4003  1.0233  -1.3161  0.95
O  -0.1425  1.4406  -0.1452  -1.14
O  -0.6690  1.9310  -2.1944  -0.93
H  -0.0579  -0.5446  -2.7161  0.02
H  -1.4544  -0.7538  -1.6671  0.39
H  0.1308  -1.0711  -1.0269  -0.50
Cl  -3.5476  -2.5753  2.9773  -0.19
C  -2.8397  -1.6261  1.6535  -0.11
C  -3.4467  -0.2442  1.5047  -0.04
Cl  -3.5814  0.6351  3.0550  -0.19
H  -2.9755  -2.1662  0.7172  0.32
H  -1.7799  -1.5710  1.8751  -0.04
H  -4.4595  -0.3091  1.1147  0.41
H  -2.8330  0.3849  0.8699  -0.17
Cl  3.9858  1.5723  -0.0905  -0.20
C  3.5888  1.5100  1.6503  -0.45
C  2.5486  2.5744  1.9351  0.13
Cl  1.9815  2.4371  3.6054  -0.20
H  4.5145  1.7074  2.1921  0.40
H  3.2831  0.5106  1.9443  0.25
H  1.7382  2.3421  1.2431  -0.25
H  2.9166  3.5744  1.7311  0.40
Cl  -0.6072  -1.9618  -6.6472  -0.19
C  -0.9712  -2.2142  -4.9213  -0.22
C  -0.0271  -3.1752  -4.2475  -0.46
Cl  1.5152  -2.3730  -3.8131  -0.16
H  -1.9894  -2.5959  -4.8729  0.35
H  -0.9390  -1.2334  -4.4555  0.10
H  0.1837  -4.0053  -4.9136  0.44
H  -0.4508  -3.5033  -3.3030  0.25
Cl  3.6474  -2.2332  1.4706  -0.19
C  2.5038  -1.8373  0.1554  -0.01
C  1.6069  -3.0076  -0.1076  0.02
Cl  0.3136  -3.1101  1.1394  -0.16
H  3.0986  -1.6080  -0.7269  0.30
H  1.9201  -0.9511  0.3925  -0.05
H  2.0771  -3.9817  -0.1594  0.49
H  1.0821  -2.8397  -1.0489  -0.38

Calculated values
Molecular weight (g mol⁻¹): 538.233
LUMO energy (eV): -1.22
Relative energy (zero: lowest compared OMol25 entry of this formula, charge and spin) (kJ/mol): 55.2
Orbital gap (eV): 7.89
HOMO level (Eh): -0.335

5.
Computed, not measured: a structure of composition C12H22ClI2N2P2V at a distorted geometry, with ωB97M-V with the def2-TZVPD basis set.

Last column: Löwdin spin population.
Cartesian coordinates (Å):
I  -0.1677  0.3323  -2.6264  -0.10
I  -0.0690  3.3553  -3.7087  0.74
V  -0.1483  0.5071  -0.0044  1.35
P  -2.5794  1.0775  -0.2634  0.00
C  -3.3616  0.9448  -1.9230  0.00
C  -3.6425  0.0046  0.7759  0.01
H  -4.6855  0.2822  0.5789  0.00
H  -4.1408  2.7407  0.5151  0.00
H  -3.4124  0.2083  1.8286  0.00
H  -2.5454  2.8621  1.3389  0.00
H  -3.0833  -0.0062  -2.3861  0.00
H  -3.4860  -1.0498  0.5227  0.00
C  -3.0548  2.7079  0.3778  -0.01
H  -4.4562  1.0018  -1.8377  0.00
H  -2.7239  3.4826  -0.3189  0.00
H  -2.9866  1.7468  -2.5652  0.00
P  2.2884  1.0672  -0.1581  0.00
C  3.1292  0.8351  -1.7631  0.00
C  2.8130  2.7074  0.4119  -0.01
H  2.8312  0.1268  2.0083  0.00
H  4.2891  0.3728  0.9877  0.00
H  3.2134  -1.0324  0.6706  0.00
C  3.2500  0.0144  0.9982  0.01
H  2.3097  2.9285  1.3603  0.00
H  3.8981  2.7075  0.5575  0.00
H  4.2159  0.9335  -1.6353  0.00
H  2.7517  1.5856  -2.4649  0.00
H  2.5122  3.4507  -0.3303  0.00
H  2.8916  -0.1575  -2.1543  0.00
Cl  -0.0277  1.4455  2.0524  -0.05
N  1.6952  -4.6055  -2.1233  0.00
C  1.2340  -4.2404  -1.1156  0.00
C  0.6326  -3.5578  0.0094  0.00
C  0.5000  -4.1090  1.2822  0.02
C  0.0649  -3.2554  2.2984  0.00
C  -0.2136  -1.9098  2.0097  0.01
N  -0.1459  -1.4094  0.7549  0.01
C  0.2177  -2.2542  -0.2525  0.04
H  0.6894  -5.1756  1.4573  0.00
H  -0.0607  -3.6142  3.3209  0.00
H  -0.5813  -1.2327  2.7764  0.00
H  0.1455  -1.8189  -1.2628  0.01

Calculated values
Molecular weight (g mol⁻¹): 596.475
LUMO energy (spin up / spin down) (eV): -10.02 / -8.67
Spin multiplicity: 3
Relative energy (zero: lowest compared OMol25 entry of this formula, charge and spin) (kJ/mol): 29.5
Orbital gap (spin up / spin down) (eV): 5.13 / 6.64
HOMO level (spin up / spin down) (Eh): -0.557 / -0.563
Net charge: +2